# 1
13
Properties=species:S:1:pos:R:3:mulliken_charge:R:1 method="wB97M-V/def2-TZVPD" charge=0 smiles=COC1CC1 energy_ev=-6321.510 homo_ev=-8.21 lumo_energy_ha=0.0420 relative_energy_kcal_mol=84.35
C 1.5746 -0.0543 0.5525 -0.54
O 1.2723 0.6897 -0.5938 -0.37
C -0.0336 0.5560 -0.9091 -0.13
C -0.8638 -0.8882 -0.0846 -0.84
C -1.1929 0.5685 -0.0077 -0.37
H 1.2263 0.4580 1.4582 0.23
H 2.6541 -0.2150 0.5811 0.26
H 0.8910 -0.9456 0.4002 0.29
H -0.1625 0.8773 -1.9549 0.35
H -1.3401 -1.5194 -0.8158 0.26
H -0.8516 -1.4089 0.8988 0.38
H -2.1191 0.8472 -0.4889 0.26
H -1.0545 1.0348 0.9640 0.22

***

# 2
20
Properties=species:S:1:pos:R:3:mulliken_charge:R:1 method="wB97M-V/def2-TZVPD" charge=0 smiles="C=C(C)CCC=O.O" energy_ev=-10510.262 homo_ev=-9.45 lumo_energy_ha=0.0299 relative_energy_kcal_mol=47.16
C -2.4730 -0.0432 0.1126 -0.98
C -1.1989 -0.1360 0.5032 0.83
C -0.5124 -1.4864 0.4269 -1.36
C -0.5332 1.0292 1.1993 -0.82
C 0.7768 1.4830 0.3869 -0.47
C 0.5510 1.3441 -1.0738 -0.06
O 1.1892 0.5952 -1.7745 -0.47
H -2.9297 -0.9296 -0.3259 0.28
H -3.0772 0.8396 -0.0612 0.31
H 0.1560 -1.4991 -0.4137 0.33
H -1.2221 -2.3106 0.4088 0.44
H 0.0759 -1.7157 1.3176 0.30
H -1.1403 1.9110 1.4221 0.38
H -0.1796 0.7321 2.1875 0.33
H 1.4734 0.6820 0.6332 0.20
H 1.0322 2.4637 0.7597 0.40
H -0.3951 1.7782 -1.4544 0.37
O 2.6123 -1.9532 -1.4368 -0.62
H 3.3314 -1.6300 -0.8699 0.30
H 2.4634 -1.1545 -1.9477 0.32

***

# 3
114
Properties=species:S:1:pos:R:3:mulliken_charge:R:1 method="wB97M-V/def2-TZVPD" charge=0 smiles=COC[C@H](C)N.COC[C@H](C)N.COC[C@H](C)N.COC[C@H](C)N.COCCOCCOC.COCCOCCOC energy_ev=-56631.434 homo_ev=-9.03 lumo_energy_ha=0.0153 relative_energy_kcal_mol=86.10
C 8.3066 -31.9183 -17.6422 -0.80
O 9.6896 -31.8495 -17.4096 -0.28
C 10.4522 -31.9430 -18.5862 -0.74
C 11.9369 -31.9532 -18.1686 0.66
C 12.3670 -30.5526 -17.7095 -1.24
N 12.7673 -32.5651 -19.2120 -0.82
H 7.7709 -31.1657 -17.0643 0.24
H 7.8771 -32.9025 -17.4289 0.28
H 8.0460 -31.7431 -18.6927 0.35
H 10.2582 -32.8788 -19.1273 0.31
H 10.2355 -31.1226 -19.2778 0.35
H 11.9756 -32.6852 -17.3551 0.21
H 13.4144 -30.4103 -18.0120 0.47
H 12.3700 -30.4951 -16.6260 0.15
H 11.9352 -29.7231 -18.2665 0.34
H 12.4991 -33.5450 -19.2930 0.26
H 13.7391 -32.6984 -18.9443 0.25
C 14.2960 -29.2726 -11.0349 -0.69
O 14.1989 -29.1074 -12.4324 -0.23
C 12.9553 -29.6153 -12.9451 -0.37
C 11.7236 -28.7317 -12.6076 0.44
C 10.6428 -29.0355 -13.6779 -1.60
N 12.0320 -27.3108 -12.7755 -0.19
H 13.3506 -28.9058 -10.6157 0.06
H 15.0653 -28.6181 -10.6242 0.51
H 14.4420 -30.3010 -10.6986 0.18
H 13.1058 -29.6203 -14.0255 0.00
H 12.8488 -30.6577 -12.6349 0.47
H 11.3585 -28.9281 -11.5965 0.25
H 9.7981 -28.4596 -13.3019 0.39
H 10.4040 -30.1031 -13.6767 0.40
H 11.0272 -28.6840 -14.6284 0.32
H 11.7474 -26.7457 -11.9839 0.02
H 13.0404 -27.1987 -12.7825 -0.14
C 16.1453 -32.3532 -13.1070 -0.50
O 17.0200 -33.1946 -12.4280 -0.29
C 17.9260 -33.9223 -13.2014 -0.85
C 17.2535 -35.1319 -13.8941 0.66
C 16.8102 -36.1739 -12.8816 -1.42
N 18.3033 -35.7103 -14.7735 -0.76
H 16.6384 -31.7473 -13.8815 0.34
H 15.7539 -31.5819 -12.4422 0.00
H 15.3014 -32.8367 -13.6100 0.29
H 18.4105 -33.3115 -13.9756 0.31
H 18.7371 -34.3405 -12.6022 0.35
H 16.4961 -34.8053 -14.6144 0.30
H 17.6697 -36.6518 -12.4087 0.37
H 16.2066 -36.9633 -13.3326 0.37
H 16.2256 -35.6842 -12.1021 0.34
H 18.2358 -35.3015 -15.6998 0.25
H 18.0883 -36.6905 -14.9413 0.23
C 14.8117 -33.1406 -4.0798 -0.72
O 13.8744 -32.6320 -4.9811 -0.34
C 14.3349 -32.1998 -6.2778 -0.74
C 13.3268 -31.1986 -6.7522 0.53
C 13.6935 -30.7541 -8.1515 -1.74
N 13.1963 -30.0124 -5.8591 -0.66
H 14.6672 -34.2127 -3.8903 0.25
H 14.7027 -32.6781 -3.0952 0.24
H 15.8593 -33.0693 -4.3899 0.33
H 15.3350 -31.7736 -6.1367 0.42
H 14.3845 -33.0691 -6.9409 0.35
H 12.3567 -31.6889 -6.8822 0.20
H 13.4998 -31.4912 -8.9337 0.52
H 14.6989 -30.3606 -8.3259 0.48
H 12.9914 -29.9481 -8.4015 0.33
H 13.5293 -30.3687 -4.9638 0.28
H 13.9203 -29.3939 -6.2253 0.26
C 7.0190 -25.3795 -10.6931 -0.73
O 7.5112 -24.1525 -10.1548 -0.37
C 7.9106 -24.2684 -8.7946 -0.51
C 9.2401 -24.9916 -8.6741 0.28
O 9.7239 -24.8948 -7.3497 -0.47
C 10.8029 -25.7577 -7.0065 -0.71
C 12.0822 -25.5158 -7.7850 -0.45
O 11.9229 -25.7091 -9.1764 -0.27
C 13.1316 -25.7590 -9.8766 0.10
H 5.9285 -25.3988 -10.6663 0.26
H 7.4346 -26.2025 -10.1123 0.37
H 7.3482 -25.4828 -11.7253 0.24
H 7.0739 -24.7206 -8.2583 0.36
H 8.0688 -23.2590 -8.4095 0.28
H 9.9579 -24.6164 -9.4014 -0.09
H 9.0288 -26.0553 -8.8480 0.20
H 10.3400 -26.7557 -6.9654 0.36
H 10.9027 -25.6496 -5.9227 0.38
H 12.8019 -26.2344 -7.3774 0.43
H 12.4207 -24.4903 -7.6261 0.32
H 13.0141 -25.4687 -10.9219 -0.67
H 13.5476 -26.7681 -9.8781 0.25
H 13.9410 -25.0881 -9.5652 0.40
C 15.1832 -26.6414 -14.1472 -0.49
O 15.6312 -25.5955 -14.9933 -0.46
C 16.2683 -24.5368 -14.2730 -0.71
C 15.2470 -23.6642 -13.5332 0.46
O 14.5724 -22.8177 -14.4391 -0.44
C 13.2884 -23.2813 -14.7668 -0.44
C 12.1903 -23.0129 -13.7076 -0.74
O 12.2138 -23.9964 -12.6995 -0.03
C 11.1969 -23.7919 -11.7303 -0.09
H 14.0985 -26.5651 -14.0853 0.20
H 15.5208 -26.6734 -13.1086 0.27
H 15.4234 -27.5601 -14.6782 0.41
H 16.8001 -23.8874 -14.9668 0.36
H 16.9855 -25.0503 -13.6262 0.42
H 15.7642 -23.0530 -12.7864 0.40
H 14.5632 -24.2940 -12.9607 -0.47
H 13.2686 -24.3553 -14.9856 0.20
H 12.9688 -22.7796 -15.6829 0.44
H 11.2632 -22.8515 -14.2660 0.41
H 12.4794 -22.0442 -13.2774 0.40
H 11.0428 -22.7417 -11.4692 0.45
H 11.4427 -24.3891 -10.8533 -0.72
H 10.2521 -24.1605 -12.1494 0.43

***

# 4
11
Properties=species:S:1:pos:R:3:mulliken_charge:R:1 method="wB97M-V/def2-TZVPD" charge=0 energy_ev=-14307.187 homo_ev="-8.54 / -8.54" lumo_energy_ha="-0.0453 / -0.0452" relative_energy_kcal_mol=104.98
C -0.3989 -1.0617 0.6299 0.29
C 1.6876 -2.1423 1.1482 0.77
C 0.7662 0.8738 -0.4461 -0.29
N 0.4756 -2.0088 0.9427 -0.43
N 2.1020 0.7129 -0.1049 0.84
O 2.6264 -2.7732 1.3387 -0.31
O 3.0121 1.2544 -0.7249 -0.59
O 2.3602 -0.0638 0.8736 -0.70
O -0.2216 0.0776 0.0565 -0.28
H -1.5032 -1.2941 0.9341 0.33
H 0.5867 1.8279 -0.8813 0.37

***

# 5
36
Properties=species:S:1:pos:R:3:mulliken_spin:R:1 method="wB97M-V/def2-TZVPD" charge=+2 spin_multiplicity=6 s_squared=8.7871 energy_ev=-47386.984 homo_ev="-14.01 / -16.73" lumo_energy_ha="-0.2230 / -0.3414" relative_energy_kcal_mol=0.00
Os -0.2490 0.4676 0.0483 2.92
C 1.4002 -2.1167 -0.5155 -0.03
C 2.0151 -0.9932 -1.3278 0.04
N 1.8707 0.3181 -0.6361 0.01
C 2.8713 0.6297 0.4226 0.02
C 2.6384 -0.0763 1.7510 -0.01
S 0.8929 -0.0118 2.3028 0.22
C 0.4453 -1.7876 2.4327 0.01
C -0.3043 -2.4092 1.2425 0.05
N 0.0158 -1.7682 -0.0624 0.12
H 1.9970 -2.3206 0.3694 0.00
H 1.3827 -3.0347 -1.1033 0.00
H 1.5073 -0.9031 -2.2897 -0.01
H 3.0664 -1.2105 -1.5280 0.00
H 1.9977 1.0394 -1.3432 0.01
H 2.8308 1.7082 0.5699 0.00
H 3.8746 0.3827 0.0664 0.00
H 3.2208 0.4300 2.5196 0.00
H 2.9539 -1.1163 1.7413 0.00
H -0.1750 -1.8657 3.3238 0.00
H 1.3775 -2.3051 2.6526 0.00
H -1.3777 -2.3262 1.3905 -0.01
H -0.0542 -3.4717 1.1942 0.01
H -0.6432 -2.1407 -0.7444 -0.01
F -1.1100 3.2795 0.0036 0.01
C -0.3027 2.4522 -0.6650 -0.05
F -0.6705 2.4774 -1.9632 0.00
F 0.9452 2.9833 -0.5985 0.01
C -4.9531 2.3604 -2.1482 -0.02
C -3.9749 1.7157 -1.3084 0.34
N -3.1912 1.2005 -0.6313 -0.09
H -4.4641 3.1423 -2.7322 0.01
H -5.7132 2.8228 -1.5154 0.01
H -5.4262 1.6389 -2.8155 0.03
S -2.4108 0.1954 1.7604 1.01
C -2.2836 0.6136 0.1364 0.42

***

# 6
14
Properties=species:S:1:pos:R:3:mulliken_charge:R:1 method="wB97M-V/def2-TZVPD" charge=0 smiles=CC[SiH2][Si](I)(I)I energy_ev=-42247.139 homo_ev=-9.52 lumo_energy_ha=-0.0281 relative_energy_kcal_mol=0.00
C -0.6376 -1.0618 -1.9939 -0.94
C -0.8427 -0.2042 -0.7579 -0.34
Si 0.8016 0.3941 -0.0320 0.24
Si 0.6605 1.0355 2.3623 0.11
I -0.9542 2.8752 2.6436 -0.06
I 2.7781 1.3996 3.4453 -0.04
I -0.2821 -1.0862 3.5384 -0.14
H 0.4382 -1.2535 -2.0897 0.24
H -1.1842 -2.0231 -2.0876 0.28
H -0.8720 -0.5110 -2.9814 0.25
H -1.2654 -0.9066 0.0954 0.19
H -1.5786 0.6156 -0.9004 0.38
H 1.6586 -0.8349 -0.3314 -0.08
H 1.2798 1.5611 -0.9107 -0.08